(1)
This record from OMol25 describes C30H39InN5O as an isolated structure in a non-equilibrium geometry. The level of theory is ωB97M-V with the def2-TZVPD basis set.

```
76
Properties=species:S:1:pos:R:3
In -0.571 1.631 -0.787
N -3.053 -1.397 2.328
N -1.376 -0.991 -0.692
C 2.861 1.091 -0.534
C 2.844 -0.247 -0.058
C 2.386 -0.230 1.285
C 2.183 -1.400 2.159
H 2.262 -2.334 1.589
H 1.196 -1.362 2.647
H 2.937 -1.445 2.964
C 2.132 1.120 1.650
C 1.631 1.580 2.961
H 2.446 1.595 3.704
H 0.851 0.908 3.349
H 1.224 2.597 2.897
C 2.424 1.939 0.526
C 2.264 3.411 0.474
H 1.265 3.724 0.814
H 2.414 3.790 -0.543
H 3.001 3.905 1.127
C 3.196 -1.448 -0.841
H 3.614 -2.222 -0.185
H 3.939 -1.206 -1.610
H 2.316 -1.878 -1.345
C 3.201 1.513 -1.910
H 2.344 1.410 -2.599
H 4.020 0.896 -2.309
H 3.520 2.563 -1.935
C -3.648 -2.363 2.996
H -4.573 -2.095 3.521
C -3.142 -3.674 3.059
H -3.663 -4.400 3.684
C -1.965 -3.966 2.371
H -1.531 -4.969 2.399
C -1.364 -2.955 1.619
H -0.419 -3.109 1.106
C -1.976 -1.674 1.554
C -1.602 -0.615 0.630
H -2.186 0.300 0.747
C -1.663 -0.059 -1.705
C -0.445 -1.886 -1.233
H 0.000 -2.677 -0.654
C -0.273 -1.612 -2.546
H 0.283 -2.161 -3.293
N -1.072 -0.529 -2.872
C -1.036 0.383 -3.945
C 0.136 0.689 -4.658
C 0.229 1.985 -5.192
H 1.145 2.276 -5.718
C -0.802 2.920 -5.058
C -0.649 4.348 -5.484
H -0.335 4.994 -4.652
H -1.605 4.741 -5.843
H 0.095 4.436 -6.278
C -2.011 2.528 -4.475
H -2.846 3.229 -4.402
C -2.135 1.269 -3.894
C -3.256 0.876 -3.044
H -3.820 0.046 -3.490
H -3.899 1.708 -2.765
H -2.778 0.289 -1.863
C 1.279 -0.259 -4.801
H 0.947 -1.246 -5.146
H 1.843 -0.384 -3.865
H 1.983 0.139 -5.544
C -2.608 -0.949 5.921
N -1.246 -1.323 6.190
C -0.267 -1.309 5.240
N 0.932 -1.803 5.710
O -0.430 -0.926 4.072
H -2.644 -0.309 5.033
H -3.009 -0.400 6.781
H -3.241 -1.832 5.749
H -1.015 -1.715 7.091
H 1.731 -1.650 5.116
H 1.080 -1.819 6.709
```

* F_max: 5.2 eV/A
* HOMO energy: -2.52 eV
* energy above the lowest of the compared OMol25 structures with the same formula, charge and spin: 0.0 kJ/mol
* total charge: -1

Löwdin population analysis, charges in e, atoms 1 to 6: number 1, In, carries 1.016; number 2, N, carries 0.092; number 3, N, carries -0.072; number 4, C, carries -0.296; number 5, C, carries -0.268; number 6, C, carries -0.254

(2)
This record from OMol25 describes a 2-piece molecular cluster, C30H39N4O overall in a non-equilibrium geometry. The level of theory is ωB97M-V with the def2-TZVPD basis set.

```
74
Properties=species:S:1:pos:R:3
C 2.691 -3.280 3.357
N 1.728 -2.705 2.441
C 0.409 -2.598 2.788
O -0.080 -3.001 3.849
C -0.304 -1.925 1.607
C -1.215 -0.767 2.036
C -2.359 -1.232 2.866
C -3.385 -2.098 2.500
N -4.172 -2.351 3.612
C -3.677 -1.640 4.703
C -4.068 -1.661 6.033
C -3.307 -0.916 6.941
C -2.179 -0.188 6.523
C -1.777 -0.184 5.182
C -2.532 -0.912 4.265
N 0.809 -1.501 0.756
C 0.584 -0.897 -0.430
C 1.570 -0.321 -1.224
C 1.410 0.265 -2.489
C 2.521 0.681 -3.307
C 2.324 1.170 -4.630
C 3.380 1.709 -5.368
C 4.693 1.603 -4.878
C 4.934 1.017 -3.629
C 3.867 0.585 -2.841
C 2.127 -1.906 1.282
C 2.948 -0.695 1.752
C 2.946 -2.788 0.326
H 2.143 -3.746 4.178
H 3.301 -4.038 2.851
H 3.369 -2.518 3.763
H -0.903 -2.711 1.099
H -0.608 -0.044 2.611
H -1.591 -0.269 1.126
H -3.566 -2.553 1.528
H -4.981 -2.966 3.626
H -4.941 -2.237 6.336
H -3.577 -0.893 7.993
H -1.601 0.375 7.252
H -0.891 0.350 4.829
H -0.465 -0.862 -0.731
H 2.564 -0.346 -0.783
H 0.418 0.318 -2.941
H 1.324 1.108 -5.069
H 3.176 2.169 -6.339
H 5.533 1.917 -5.504
H 5.953 0.864 -3.265
H 4.085 0.150 -1.863
H 2.404 -0.170 2.551
H 3.911 -1.051 2.140
H 3.138 0.009 0.938
H 2.417 -3.738 0.174
H 3.097 -2.308 -0.644
H 3.929 -2.991 0.775
C -2.135 2.929 -1.277
C -2.043 2.212 -2.625
C -2.789 0.885 -2.572
C -2.740 3.105 -3.683
C -1.637 3.847 -4.430
C -0.346 3.086 -4.134
N -0.640 2.085 -3.085
H -3.194 3.103 -1.040
H -1.702 2.339 -0.458
H -1.629 3.904 -1.322
H -3.813 1.090 -2.225
H -2.844 0.448 -3.579
H -2.329 0.159 -1.891
H -3.302 2.465 -4.366
H -3.462 3.773 -3.202
H -1.840 3.878 -5.502
H -1.550 4.879 -4.076
H -0.010 2.570 -5.038
H 0.467 3.766 -3.839
H 0.012 2.193 -2.308
```

* F_max: 2.5 eV/A
* HOMO energy: -9.76 eV
* energy above the lowest of the compared OMol25 structures with the same formula, charge and spin: 92.9 kJ/mol
* total charge: +1

Löwdin population analysis, charges in e, atoms 1 to 6: number 1, C, carries -0.001; number 2, N, carries -0.039; number 3, C, carries -0.352; number 4, O, carries 0.102; number 5, C, carries -0.149; number 6, C, carries -0.081

(3)
This record from OMol25 describes C30H40BN6O2S2Ti as an isolated structure in a non-equilibrium geometry. The level of theory is ωB97M-V with the def2-TZVPD basis set.

```
82
Properties=species:S:1:pos:R:3
Ti -0.273 -0.233 -0.108
C -3.962 -1.379 -0.126
C -2.850 -2.364 0.019
C -2.902 -3.756 0.167
C -1.589 -4.175 0.242
C -1.044 -5.553 0.404
N -0.808 -3.078 0.147
N -1.586 -1.970 0.010
B 0.719 -2.972 0.147
N 1.173 -2.119 1.379
N 0.503 -0.988 1.755
C 1.067 -0.531 2.865
C 0.573 0.722 3.507
C 2.106 -1.388 3.242
C 2.145 -2.379 2.277
C 3.052 -3.558 2.196
N 1.182 -2.336 -1.221
N 0.527 -1.288 -1.811
C 1.056 -1.103 -3.013
C 0.552 -0.015 -3.903
C 2.061 -2.047 -3.228
C 2.107 -2.816 -2.076
C 2.969 -3.997 -1.788
H -4.881 -1.773 0.302
H -4.150 -1.161 -1.179
H -3.708 -0.443 0.372
H -3.781 -4.375 0.219
H -1.865 -6.258 0.513
H -0.408 -5.628 1.286
H -0.452 -5.851 -0.462
H 1.219 -4.048 0.230
H -0.169 1.206 2.871
H 1.392 1.420 3.687
H 0.110 0.509 4.471
H 2.735 -1.315 4.113
H 3.680 -3.594 3.084
H 3.705 -3.500 1.326
H 2.492 -4.491 2.133
H -0.493 -0.184 -4.164
H 1.129 0.030 -4.825
H 0.629 0.956 -3.408
H 2.659 -2.179 -4.114
H 3.704 -4.114 -2.581
H 2.378 -4.912 -1.733
H 3.499 -3.889 -0.843
C 3.721 4.539 -5.268
C 3.296 3.974 -3.943
C 3.473 2.623 -3.648
C 3.090 2.101 -2.424
C 2.518 2.945 -1.484
C 2.315 4.290 -1.756
C 2.713 4.798 -2.982
S 2.027 2.304 0.098
C 3.640 2.103 0.848
O 1.597 0.878 -0.163
H 4.142 3.770 -5.913
H 4.473 5.317 -5.133
H 2.875 4.992 -5.787
H 3.918 1.971 -4.390
H 3.215 1.046 -2.204
H 1.848 4.933 -1.020
H 2.561 5.848 -3.199
H 4.256 1.490 0.192
H 3.478 1.601 1.802
H 4.086 3.084 1.001
C -2.408 2.621 -2.293
S -1.318 3.161 -0.969
O -1.331 1.169 -0.100
C -2.395 3.879 0.220
C -1.978 5.064 0.816
C -2.767 5.643 1.798
C -3.956 5.039 2.178
C -4.358 3.846 1.586
C -3.574 3.253 0.612
H -3.437 2.879 -2.060
H -2.307 1.543 -2.390
H -2.105 3.122 -3.211
H -1.056 5.536 0.502
H -2.454 6.570 2.260
H -4.572 5.495 2.941
H -5.279 3.371 1.894
H -3.854 2.302 0.180
```

* F_max: 1.3 eV/A
* HOMO energy (spin up / spin down): -9.46 / -11.08 eV
* multiplicity: 3
* energy above the lowest of the compared OMol25 structures with the same formula, charge and spin: 26.6 kJ/mol
* total charge: +1

Löwdin population analysis, charges in e, atoms 1 to 6: number 1, Ti, carries 0.924; number 2, C, carries -0.016; number 3, C, carries -0.310; number 4, C, carries 0.033; number 5, C, carries -0.254; number 6, C, carries -0.012

(4)
This record from OMol25 describes C30H40BrCaF6N7O6S3 as an isolated structure in a non-equilibrium geometry. The level of theory is ωB97M-V with the def2-TZVPD basis set.

```
94
Properties=species:S:1:pos:R:3
Ca -0.875 -1.668 0.085
C 1.959 2.972 2.462
C 1.387 1.634 2.874
C 2.123 0.464 2.667
C 3.355 0.473 1.789
C 1.708 -0.729 3.266
C 2.558 -1.975 3.160
C 0.522 -0.764 4.005
C 0.113 -2.041 4.697
C -0.275 0.381 4.111
C -1.578 0.311 4.870
C 0.154 1.580 3.534
C -0.721 2.811 3.612
H 1.764 3.724 3.226
H 1.530 3.350 1.532
H 3.037 2.923 2.334
H 4.281 0.569 2.363
H 3.331 1.293 1.072
H 3.423 -0.448 1.212
H 2.173 -2.664 2.403
H 2.580 -2.510 4.109
H 3.588 -1.743 2.902
H 0.597 -2.122 5.675
H 0.397 -2.917 4.118
H -0.961 -2.093 4.855
H -1.437 -0.153 5.847
H -2.315 -0.289 4.331
H -2.011 1.293 5.037
H -0.766 3.225 4.623
H -1.743 2.576 3.312
H -0.371 3.601 2.951
F -5.859 -0.577 -1.096
C -5.347 -1.733 -0.677
F -4.998 -2.457 -1.738
F -6.258 -2.391 0.022
S -3.880 -1.355 0.369
O -2.939 -0.746 -0.560
O -4.340 -0.566 1.467
N -3.393 -2.816 0.736
S -2.678 -3.031 2.133
O -3.494 -3.229 3.281
O -1.566 -2.084 2.237
C -1.863 -4.662 1.781
F -1.396 -4.688 0.537
F -0.850 -4.801 2.629
F -2.725 -5.651 1.956
S -1.092 -3.063 -2.501
C -1.555 -1.658 -3.348
N -0.789 -0.567 -3.394
C -1.195 0.632 -4.115
C -2.709 0.769 -4.065
C -3.321 -0.486 -4.654
N -2.694 -1.661 -4.055
H -0.002 -0.545 -2.751
H -0.861 0.564 -5.156
H -0.695 1.485 -3.662
H -3.036 1.643 -4.628
H -3.027 0.886 -3.031
H -3.188 -0.507 -5.739
H -4.390 -0.530 -4.447
H -3.234 -2.504 -3.952
C -0.548 5.095 -2.877
C 0.755 4.949 -2.097
C 1.719 3.998 -2.800
C 0.518 4.536 -0.641
N -0.155 3.249 -0.509
C 0.322 2.000 -0.515
N -0.685 1.164 -0.559
N -1.800 1.935 -0.522
N -1.495 3.176 -0.506
H -0.343 5.448 -3.888
H -1.226 5.801 -2.398
H -1.070 4.139 -2.956
H 1.231 5.932 -2.032
H 1.280 3.004 -2.915
H 2.657 3.893 -2.250
H 1.955 4.363 -3.799
H -0.109 5.260 -0.124
H 1.470 4.467 -0.116
H 1.365 1.730 -0.531
Br 2.017 -5.347 -1.317
C 3.167 -3.887 -1.674
C 4.356 -4.189 -2.326
C 5.245 -3.180 -2.659
C 4.942 -1.861 -2.359
C 3.748 -1.567 -1.726
C 2.849 -2.567 -1.360
C 1.608 -2.137 -0.634
O 1.069 -2.902 0.200
O 1.145 -0.979 -0.882
H 4.575 -5.218 -2.572
H 6.171 -3.431 -3.159
H 5.630 -1.067 -2.620
H 3.484 -0.544 -1.491
```

* F_max: 1.4 eV/A
* HOMO energy: -8.17 eV
* energy above the lowest of the compared OMol25 structures with the same formula, charge and spin: 130.7 kJ/mol

Löwdin population analysis, charges in e, atoms 1 to 6: number 1, Ca, carries 1.320; number 2, C, carries -0.045; number 3, C, carries -0.188; number 4, C, carries -0.180; number 5, C, carries -0.047; number 6, C, carries -0.174

(5)
This record from OMol25 describes C30H40F3N7O3PSTc as an isolated structure. The level of theory is ωB97M-V with the def2-TZVPD basis set.

```
86
Properties=species:S:1:pos:R:3
Tc 0.830 -0.336 -1.283
C 0.371 -2.515 6.633
C 1.582 -2.147 6.059
C 1.602 -1.571 4.800
C 0.418 -1.374 4.086
C -0.790 -1.739 4.673
C -0.813 -2.303 5.943
P 0.580 -0.622 2.436
C -1.164 -0.300 1.965
C -1.698 0.950 2.288
C -3.011 1.271 1.979
C -3.815 0.339 1.330
C -3.295 -0.904 0.998
C -1.978 -1.220 1.313
C 1.001 -2.050 1.357
C 1.091 -3.322 1.936
C 1.479 -4.438 1.215
C 1.801 -4.302 -0.124
C 1.697 -3.059 -0.731
C 1.283 -1.930 -0.017
H 0.352 -2.962 7.618
H 2.508 -2.302 6.596
H 2.549 -1.275 4.361
H -1.723 -1.587 4.143
H -1.758 -2.582 6.389
H -1.079 1.677 2.806
H -3.414 2.236 2.260
H -4.849 0.575 1.108
H -3.921 -1.642 0.511
H -1.584 -2.195 1.053
H 0.858 -3.438 2.987
H 1.536 -5.402 1.702
H 2.134 -5.154 -0.703
H 1.957 -2.976 -1.778
C -4.419 1.916 -1.935
N -2.986 2.001 -1.698
C -2.455 3.285 -1.278
C -2.167 0.931 -1.834
N -0.871 1.008 -1.905
N -2.819 -0.279 -1.916
C -2.200 -1.515 -1.981
N -2.976 -2.494 -2.522
N -1.033 -1.683 -1.487
H -4.810 2.923 -2.049
H -4.946 1.438 -1.104
H -4.638 1.393 -2.867
H -3.182 3.766 -0.625
H -2.244 3.948 -2.121
H -1.550 3.138 -0.691
H -0.585 1.977 -1.964
H -3.821 -0.273 -1.979
H -3.682 -2.202 -3.180
H -2.474 -3.315 -2.829
H -0.692 -2.624 -1.668
C 2.775 2.215 -2.272
C 3.381 0.812 -2.318
C 4.905 0.897 -2.281
C 2.894 -0.082 -1.167
H 3.134 2.830 -3.099
H 3.048 2.722 -1.339
H 1.682 2.205 -2.345
H 3.095 0.353 -3.266
H 5.243 1.368 -1.353
H 5.290 1.486 -3.115
H 5.353 -0.095 -2.337
H 3.152 0.351 -0.197
H 3.357 -1.067 -1.220
F -0.182 -0.215 -6.406
C -0.206 -0.193 -5.084
F 0.407 0.919 -4.668
F -1.483 -0.141 -4.675
S 0.625 -1.711 -4.404
O -0.429 -2.650 -4.142
O 1.657 -2.031 -5.330
O 1.200 -1.176 -3.115
C 0.904 4.581 0.736
N 1.266 3.272 1.291
C 1.974 3.152 2.579
C 1.014 2.187 0.621
N 0.840 1.160 0.118
H 1.333 5.339 1.386
H -0.177 4.713 0.717
H 1.320 4.698 -0.264
H 1.300 3.398 3.399
H 2.823 3.832 2.574
H 2.317 2.127 2.695
```

* F_max: 1.0 eV/A
* HOMO energy (spin up / spin down): -10.42 / -10.46 eV
* multiplicity: 4
* energy above the lowest of the compared OMol25 structures with the same formula, charge and spin: 66.4 kJ/mol
* total charge: +1

Löwdin population analysis, charges in e, atoms 1 to 6: number 1, Tc, carries 1.517; number 2, C, carries -0.077; number 3, C, carries -0.076; number 4, C, carries -0.120; number 5, C, carries -0.408; number 6, C, carries -0.081

(6)
This record from OMol25 describes C30H40N2O4PRhS3Si as an isolated structure in a non-equilibrium geometry. The level of theory is ωB97M-V with the def2-TZVPD basis set.

```
82
Properties=species:S:1:pos:R:3
Rh 0.878 0.276 0.363
C 3.009 0.023 -4.800
Si 1.686 1.302 -5.019
C 2.410 2.883 -5.660
C 0.317 0.664 -6.106
C 0.823 1.769 -3.369
C -0.050 2.861 -3.400
C -0.761 3.290 -2.283
C -0.612 2.603 -1.101
N 0.230 1.560 -1.039
C 0.932 1.159 -2.124
S 1.946 -0.200 -1.620
H 3.418 -0.219 -5.786
H 2.637 -0.904 -4.361
H 3.832 0.392 -4.183
H 2.862 2.721 -6.642
H 3.196 3.238 -4.988
H 1.672 3.681 -5.771
H 0.625 0.653 -7.156
H -0.581 1.284 -6.038
H 0.052 -0.363 -5.838
H -0.191 3.396 -4.335
H -1.420 4.147 -2.328
H -1.139 2.863 -0.198
N -0.469 -1.139 0.284
S -1.002 -1.712 -1.217
C -2.298 -0.579 -1.568
C -3.147 -0.125 -0.562
C -4.144 0.769 -0.903
C -4.283 1.192 -2.225
C -3.427 0.729 -3.213
C -2.414 -0.164 -2.886
C -1.861 -3.174 -0.683
C -1.123 -4.143 -0.006
C -1.748 -5.322 0.361
C -3.082 -5.535 0.034
C -3.794 -4.574 -0.667
C -3.187 -3.381 -1.035
H -0.058 -1.922 0.794
H -3.026 -0.474 0.455
H -4.826 1.130 -0.144
H -5.073 1.886 -2.484
H -3.545 1.058 -4.237
H -1.738 -0.539 -3.645
H -0.070 -4.003 0.213
H -1.190 -6.083 0.890
H -3.563 -6.463 0.315
H -4.828 -4.748 -0.931
H -3.744 -2.635 -1.586
C 4.194 -2.282 2.357
S 3.308 -0.749 2.377
O 2.209 -1.016 1.326
C 2.590 -0.808 3.988
C 2.980 0.165 4.896
C 2.455 0.138 6.182
C 1.561 -0.860 6.538
C 1.176 -1.833 5.616
C 1.682 -1.807 4.329
H 3.517 -3.094 2.614
H 4.997 -2.197 3.091
H 4.607 -2.406 1.358
H 3.700 0.926 4.613
H 2.751 0.889 6.902
H 1.162 -0.888 7.544
H 0.489 -2.615 5.911
H 1.382 -2.552 3.600
C -1.301 0.051 3.918
O -0.138 0.882 3.682
P 0.100 1.506 2.247
O -1.244 2.272 1.911
C -1.762 3.312 2.791
O 1.163 2.635 2.568
C 2.439 2.721 1.905
H -1.710 0.338 4.882
H -0.990 -0.990 3.944
H -2.054 0.196 3.145
H -2.774 3.516 2.460
H -1.143 4.201 2.702
H -1.769 2.965 3.823
H 2.582 3.749 1.587
H 2.490 2.075 1.019
H 3.221 2.433 2.601
```

* F_max: 2.2 eV/A
* HOMO energy (spin up / spin down): -13.20 / -13.20 eV
* energy above the lowest of the compared OMol25 structures with the same formula, charge and spin: 0.0 kJ/mol
* total charge: +2

Löwdin population analysis, charges in e, atoms 1 to 6: number 1, Rh, carries 0.731; number 2, C, carries -0.196; number 3, Si, carries 0.508; number 4, C, carries -0.164; number 5, C, carries -0.165; number 6, C, carries -0.210